DFT (ωB97M-V/def2-TZVPD) results for an isolated molecule of C4H6OS at a distorted geometry.

Values from the calculation:
multiplicity	1
largest force on an atom	4.92	eV/Å
total energy	-17122.34942	eV
energy above the lowest of the compared OMol25 structures with the same formula, charge and spin	5.780	eV
frontier orbital gap (spin up / spin down)	6.1758 / 8.6144	eV

The geometry in XYZ format:
```
12
C4H6OS ωB97M-V/def2-TZVPD
C 0.990 0.918 -0.356
C 1.480 -0.513 -0.665
C 0.266 -0.183 0.161
C -1.153 -0.515 0.513
O 3.338 0.493 0.905
S 3.410 -0.330 -0.340
H 1.638 1.451 0.245
H 0.282 1.600 -0.954
H 1.152 -1.188 -1.506
H -1.649 0.201 -0.210
H -1.320 -0.123 1.460
H -1.279 -1.538 0.436
```

Mulliken atomic charge list, values in e, 5 entries: number 1, C, carries -0.774; number 2, C, carries -0.329; number 3, C, carries 0.489; number 4, C, carries -0.892; number 5, O, carries -0.463